The following is a DFT calculation (the ωB97M-V functional and the def2-TZVPD basis) of C13H25HgIP2 as an isolated structure.

HOMO energy in eV: -7.3
Relative energy (zero: lowest compared OMol25 entry of this formula, charge and spin) in kcal per mole: 0.0
Max |F| in hartree/bohr: 0.0169
E_LUMO in eV: 0.39

Atoms and positions in Å:
1 H 3.68 0.32 1.34
2 C -2.93 1.18 0.76
3 C -0.92 -0.01 2.48
4 H -1.21 0.85 -3.51
5 H -3.49 0.23 0.83
6 C 0.29 -0.73 2.66
7 C -1.52 -0.45 4.78
8 I -0.12 -2.78 -2.26
9 H -0.37 0.66 -6.58
10 H 0.19 -1.40 -5.05
11 H 1.68 -1.55 -5.98
12 P 1.46 -0.63 1.24
13 H -0.04 1.99 -2.76
14 H 0.11 -1.73 -6.78
15 C -1.83 0.09 3.53
16 Hg -0.14 -0.26 -1.26
17 C 2.87 0.19 2.06
18 C 0.65 -1.17 -6.01
19 C 0.64 0.32 -6.33
20 H 1.12 -2.93 0.63
21 H -2.23 -0.34 5.60
22 H 1.28 0.54 -7.18
23 H 0.99 0.91 -5.48
24 H 2.56 1.17 2.44
25 C -0.87 1.30 -2.57
26 H 2.77 -2.39 0.23
27 H 2.35 -2.78 1.95
28 H 0.53 2.58 1.40
29 H 3.24 -0.42 2.91
30 H 1.50 -1.85 4.04
31 C 0.58 -1.29 3.90
32 C 1.98 -2.36 1.00
33 H -2.79 0.57 3.35
34 H -3.23 1.85 1.59
35 H -1.70 1.82 -2.08
36 C -0.32 -1.14 4.97
37 H -1.11 2.98 2.02
38 H -0.07 -1.55 5.95
39 H -0.74 3.15 0.28
40 H -3.14 1.67 -0.20
41 P -1.15 0.86 0.89
42 C -0.55 2.55 1.18

Here are the Löwdin charges for atoms 1 to 6, given in e: H 0.041; C -0.280; C -0.386; H -0.042; H 0.057; C -0.380